(A)
# C17H21N3O3S

A single C17H21N3O3S molecule (ωB97M-V/def2-TZVPD, the Open Molecules 2025 dataset).

## Properties
HOMO level	-8.473	eV
SMILES string	Cc1cccc(OCc2nnc(SCC(=O)N3CCCCC3)o2)c1
charge	0

Cartesian coordinates (Å):
C 5.942 2.104 1.691
C 4.954 1.467 0.761
C 3.962 2.237 0.159
C 3.050 1.651 -0.696
C 3.101 0.294 -0.972
C 4.081 -0.481 -0.370
O 4.241 -1.834 -0.550
C 3.318 -2.520 -1.350
C 1.921 -2.455 -0.833
N 0.834 -2.455 -1.529
N -0.199 -2.405 -0.664
C 0.325 -2.365 0.525
S -0.514 -2.286 2.021
C -2.131 -1.861 1.310
C -2.016 -0.501 0.614
O -1.018 0.180 0.737
N -3.067 -0.129 -0.136
C -4.337 -0.805 -0.265
C -5.454 0.069 0.312
C -5.474 1.423 -0.393
C -4.101 2.082 -0.278
C -3.028 1.146 -0.829
O 1.670 -2.408 0.497
C 5.002 0.112 0.491
H 6.690 1.386 2.016
H 6.444 2.936 1.200
H 5.432 2.496 2.570
H 3.908 3.295 0.366
H 2.280 2.251 -1.157
H 2.374 -0.134 -1.645
H 3.658 -3.562 -1.342
H 3.314 -2.160 -2.388
H -2.395 -2.649 0.608
H -2.832 -1.827 2.143
H -4.316 -1.768 0.241
H -4.526 -0.979 -1.331
H -6.411 -0.439 0.189
H -5.279 0.216 1.379
H -6.238 2.064 0.048
H -5.722 1.280 -1.447
H -4.081 3.022 -0.830
H -3.883 2.296 0.770
H -2.031 1.567 -0.689
H -3.196 0.967 -1.896
H 5.752 -0.518 0.943

=====

(B)
# C17H21N3O3S

A single C17H21N3O3S molecule (ωB97M-V/def2-TZVPD, the Open Molecules 2025 dataset).

## Properties
HOMO level	-8.005	eV
SMILES string	CCN(CC)CCNS(=O)(=O)c1ccc2c3c(cccc13)C(=O)N2
charge	0

Cartesian coordinates (Å):
C 2.197 4.266 0.750
C 3.360 3.923 -0.191
N 3.054 3.147 -1.367
C 2.115 3.695 -2.319
C 0.655 3.245 -2.193
C 3.160 1.717 -1.283
C 2.310 1.007 -0.204
N 2.332 -0.433 -0.346
S 1.236 -1.133 -1.403
O 0.712 -0.155 -2.316
O 1.871 -2.302 -1.935
C -0.018 -1.631 -0.233
C 0.187 -2.831 0.400
C -0.651 -3.330 1.417
C -1.717 -2.549 1.787
C -1.923 -1.317 1.129
C -3.061 -0.680 1.646
C -3.433 0.534 1.122
C -2.648 1.064 0.081
C -1.532 0.432 -0.422
C -1.116 -0.808 0.109
C -3.593 -1.581 2.701
O -4.551 -1.461 3.424
N -2.728 -2.674 2.716
H 2.580 4.813 1.609
H 1.470 4.895 0.245
H 1.696 3.371 1.107
H 3.809 4.867 -0.528
H 4.126 3.377 0.366
H 2.465 3.421 -3.322
H 2.174 4.783 -2.234
H 0.052 3.780 -2.924
H 0.572 2.181 -2.397
H 0.260 3.454 -1.201
H 4.213 1.458 -1.096
H 2.877 1.302 -2.253
H 1.266 1.307 -0.282
H 2.677 1.253 0.797
H 3.254 -0.814 -0.489
H 1.037 -3.414 0.081
H -0.442 -4.284 1.873
H -4.300 1.065 1.483
H -2.943 2.011 -0.347
H -0.983 0.864 -1.243
H -2.853 -3.455 3.340

=====

Least stable = (A)

=====

(A)
# C4H16N2O2

A 3-piece molecular cluster, C4H16N2O2 overall (ωB97M-V/def2-TZVPD, the Open Molecules 2025 dataset).

## Properties
HOMO level	-8.712	eV
SMILES string	CNC[C@@H](C)N.O.O
charge	0

Cartesian coordinates (Å):
C 0.423 2.607 -0.183
N 0.497 1.464 0.743
C -0.573 0.501 0.484
C -0.667 -0.621 1.520
C -1.869 -1.479 1.188
N 0.523 -1.442 1.546
H -0.103 2.302 -1.079
H -0.130 3.423 0.293
H 1.414 3.030 -0.348
H 0.508 1.781 1.703
H -1.558 0.999 0.420
H -0.365 0.103 -0.506
H -0.759 -0.124 2.493
H -1.984 -2.344 1.834
H -1.758 -1.788 0.140
H -2.771 -0.864 1.146
H 1.363 -0.901 1.408
H 0.491 -2.217 0.896
O -0.651 -0.608 -2.940
H -0.532 -1.533 -3.188
H 0.063 -0.165 -3.415
O 2.086 -0.356 -1.283
H 2.022 0.364 -0.623
H 1.308 -0.048 -1.775

=====

(B)
# C4H16N2O2

A 3-piece molecular cluster, C4H16N2O2 overall (ωB97M-V/def2-TZVPD, the Open Molecules 2025 dataset).

## Properties
HOMO level	-8.709	eV
SMILES string	CNC[C@@H](C)N.O.O
charge	0

Cartesian coordinates (Å):
C -0.488 0.644 2.578
N -0.222 0.612 1.171
C 0.313 -0.683 0.667
C 1.489 -0.473 -0.290
C 1.971 -1.515 -1.278
N 1.412 0.870 -0.963
H 0.443 0.352 3.080
H -0.627 1.687 2.903
H -1.347 0.036 2.981
H -1.110 0.802 0.719
H 0.708 -1.045 1.647
H -0.544 -1.316 0.434
H 2.276 -0.417 0.480
H 2.981 -1.216 -1.577
H 1.275 -1.605 -2.139
H 2.139 -2.470 -0.773
H 2.365 1.138 -1.196
H 1.007 1.611 -0.412
O -1.344 1.003 -2.222
H -0.615 1.494 -1.794
H -0.971 0.141 -2.425
O -3.461 0.085 -0.208
H -3.216 0.188 -1.139
H -4.432 0.078 -0.244

=====

Least stable = (B)

=====

(A)
# C5H4OS2

A single C5H4OS2 molecule (ωB97M-V/def2-TZVPD, the Open Molecules 2025 dataset).

## Properties
HOMO level	-9.262	eV
SMILES string	O=C/C(C=S)=C/C=S
charge	0

Cartesian coordinates (Å):
O -0.716 2.572 -0.087
C -1.221 1.501 0.090
C -0.410 0.264 0.063
C -1.086 -1.090 0.022
S -2.702 -1.428 -0.072
C 0.899 0.350 -0.099
C 1.841 -0.718 0.091
S 3.447 -0.625 -0.055
H -2.350 1.327 0.173
H -0.393 -1.848 -0.175
H 1.310 1.381 -0.252
H 1.382 -1.685 0.300

=====

(B)
# C5H4OS2

A single C5H4OS2 molecule (ωB97M-V/def2-TZVPD, the Open Molecules 2025 dataset).

## Properties
HOMO level	-8.137	eV
SMILES string	O/C=C1\SC=CC1=S
charge	0

Cartesian coordinates (Å):
O -2.253 1.788 0.447
C -1.344 1.260 -0.322
C -0.456 0.269 -0.092
S -0.591 -0.707 1.495
C 1.067 -1.274 1.081
C 1.430 -1.037 -0.234
C 0.638 -0.224 -1.002
S 1.248 0.495 -2.395
H -2.324 1.067 1.219
H -1.300 1.939 -1.248
H 1.528 -2.069 1.593
H 2.359 -1.506 -0.542

=====

Least stable = (A)

=====

(A)
# C3H5F2N

A 2-piece molecular cluster, C3H5F2N overall (ωB97M-V/def2-TZVPD, the Open Molecules 2025 dataset).

## Properties
HOMO level (spin up / spin down)	-9.100 / -6.997	eV
charge	0

Cartesian coordinates (Å):
C -0.546 0.450 1.002
C 0.863 0.957 1.075
C 0.160 -1.360 -1.323
N -1.733 0.789 0.998
F -1.056 -2.013 -1.438
F 0.262 -0.659 -2.530
H 0.805 1.606 0.124
H 1.514 0.069 1.019
H 1.076 1.690 1.891
H 1.014 -1.971 -1.127
H -2.359 0.442 0.309

=====

(B)
# C3H5F2N

A 2-piece molecular cluster, C3H5F2N overall (ωB97M-V/def2-TZVPD, the Open Molecules 2025 dataset).

## Properties
HOMO level	-10.328	eV
SMILES string	C#CC.FNF
charge	0

Cartesian coordinates (Å):
C 1.145 0.967 -1.014
C 0.294 0.644 -0.218
C -0.738 0.226 0.721
H 1.888 1.410 -1.568
H -0.227 -0.312 1.535
H -1.299 -0.560 0.180
H -1.275 1.128 0.960
F -0.207 -3.469 -1.822
N 0.858 -2.729 -2.141
F 0.737 -2.436 -3.470
H 0.466 -1.783 -1.747

=====

Least stable = (B)

=====

(A)
# C5H39NO14

A 14-piece molecular cluster, C5H39NO14 overall (ωB97M-V/def2-TZVPD, the Open Molecules 2025 dataset).

## Properties
HOMO level	-8.787	eV
charge	0

Cartesian coordinates (Å):
C -2.411 -0.896 -0.269
N -1.118 -0.478 0.278
C -1.924 2.652 2.423
C -1.468 1.277 2.099
C -1.150 0.966 0.586
C 0.278 1.532 0.406
O 0.476 2.299 -0.776
H -2.283 -1.892 -0.745
H -2.897 -0.174 -0.884
H -3.105 -1.029 0.548
H -0.640 -0.965 1.005
H -2.512 3.192 1.648
H -2.432 2.818 3.343
H -1.079 3.344 2.701
H -0.418 1.052 2.471
H -1.940 0.548 2.746
H -1.881 1.446 -0.065
H 1.093 0.774 0.484
H 0.546 2.269 1.170
H -0.046 2.156 -1.586
H 0.196 -3.960 -0.104
H 1.699 -4.267 -0.229
O 1.060 -3.701 0.216
H 1.172 -3.328 -2.317
H -0.298 -3.638 -2.277
O 0.546 -4.090 -2.182
H 1.918 -1.316 -1.297
H 0.482 -1.886 -1.099
O 1.136 -1.623 -1.769
H 2.526 1.783 4.032
H 3.697 1.259 3.435
O 3.241 2.127 3.475
H 3.365 2.486 0.145
H 3.384 2.179 1.725
O 3.902 2.187 0.898
H 0.631 -3.291 2.620
H 1.510 -2.091 2.471
O 0.724 -2.389 2.944
H 1.846 1.172 -1.375
H 2.913 0.785 -2.474
O 2.750 0.842 -1.526
H -1.890 -3.404 2.124
H -3.081 -3.192 1.263
O -2.488 -2.701 1.843
H -0.834 0.634 -3.609
H 0.434 0.676 -2.760
O -0.366 1.178 -2.957
H -0.015 -1.729 -4.036
H -1.041 -1.322 -2.920
O -0.826 -1.249 -3.854
H -4.193 2.105 -0.541
H -4.856 2.302 0.898
O -4.856 2.581 -0.019
H -3.321 2.028 -2.717
H -2.219 1.235 -2.222
O -3.098 1.518 -1.917
H 3.708 -0.789 0.632
H 4.445 0.418 0.659
O 4.535 -0.488 1.034

=====

(B)
# C5H39NO14

A 14-piece molecular cluster, C5H39NO14 overall (ωB97M-V/def2-TZVPD, the Open Molecules 2025 dataset).

## Properties
HOMO level	-8.648	eV
charge	0

Cartesian coordinates (Å):
C -1.766 -1.395 0.245
C -2.627 -2.536 -0.324
C -0.315 -1.888 0.330
N 0.560 -0.697 0.513
C 1.771 -0.885 1.271
C 2.982 -0.748 0.334
O 3.231 0.627 0.065
H -2.194 -0.967 1.144
H -1.738 -0.504 -0.380
H -3.003 -2.341 -1.331
H -2.128 -3.499 -0.271
H -3.569 -2.601 0.223
H -0.200 -2.521 1.209
H -0.019 -2.268 -0.643
H 0.067 0.099 0.922
H 1.951 -0.332 2.197
H 1.887 -1.881 1.728
H 3.915 -1.217 0.659
H 2.650 -1.291 -0.552
H 2.937 0.887 -0.812
H -0.878 -1.805 -3.041
H -2.203 -1.370 -3.844
O -1.354 -1.102 -3.492
H -3.715 3.020 -1.941
H -2.340 2.388 -2.389
O -2.992 2.441 -1.689
H -1.034 2.262 2.042
H 0.463 2.138 1.871
O -0.320 1.598 2.059
H 2.271 -2.288 -2.291
H 1.737 -1.735 -3.532
O 1.447 -2.257 -2.776
H -1.134 4.274 -0.638
H 0.037 5.156 -1.026
O -0.824 4.857 -1.338
H -2.245 2.985 -0.063
H -3.208 3.096 1.063
O -2.262 3.113 0.909
H 0.169 -2.213 4.687
H -0.742 -1.671 3.527
O -0.279 -2.470 3.880
H -0.088 -4.446 -0.634
H 1.340 -4.892 -1.081
O 0.575 -5.133 -0.561
H -1.995 0.134 4.142
H -0.992 0.165 2.873
O -1.719 -0.301 3.335
H 1.879 1.125 -3.406
H 1.274 0.690 -2.108
O 2.049 0.508 -2.689
H -0.992 0.550 -2.739
H -0.705 0.185 -1.357
O -0.499 0.911 -1.969
H 1.192 2.960 -0.357
H 2.094 3.088 0.858
O 1.290 3.479 0.451
H 3.722 2.712 2.730
H 3.494 1.476 1.901
O 3.096 2.329 2.104

=====

Least stable = (A)

=====

(A)
# C5H6F2O

A single C5H6F2O molecule (ωB97M-V/def2-TZVPD, the Open Molecules 2025 dataset).

## Properties
HOMO level	-10.200	eV
SMILES string	FC(F)/C=C/[C@H]1CO1
charge	0

Cartesian coordinates (Å):
F -2.108 -1.717 1.801
C -1.364 -0.559 1.939
F -0.862 -0.561 3.228
C -0.228 -0.648 0.983
C -0.035 0.252 0.008
C 1.105 0.274 -0.926
C 0.879 0.646 -2.315
O 1.550 1.515 -1.404
H -2.066 0.281 1.819
H 0.498 -1.384 1.269
H -0.647 1.146 0.015
H 1.888 -0.456 -0.701
H 1.512 0.258 -3.100
H -0.122 0.953 -2.616

=====

(B)
# C5H6F2O

A single C5H6F2O molecule (ωB97M-V/def2-TZVPD, the Open Molecules 2025 dataset).

## Properties
HOMO level	-9.599	eV
SMILES string	O[C@H]1C=C(F)C[C@@H]1F
charge	0

Cartesian coordinates (Å):
O -1.555 -1.543 -0.296
C -0.678 -0.692 0.299
C 0.666 -1.129 0.129
C 1.489 -0.095 -0.161
F 2.837 -0.043 -0.080
C 0.755 1.218 -0.030
C -0.662 0.689 -0.311
F -1.644 1.552 0.122
H -2.573 -1.367 -0.218
H -0.867 -0.534 1.350
H 1.097 -2.111 0.432
H 0.853 1.682 1.044
H 1.089 1.879 -0.862
H -0.808 0.492 -1.418

=====

Least stable = (A)